Record 1
14
Properties=species:S:1:pos:R:3 method="wB97M-V/def2-TZVPD" charge=0 de_lowest_kcal_mol=42.73 homo_energy_ev=-9.03 multiplicity=1 smiles="NC(=O)CCSS" orbital_gap_ev=9.6 lumo_energy_ev=0.54
H 0.127 -1.726 0.500
C 0.147 -0.563 0.409
C 1.506 -0.100 -0.132
H 2.597 0.862 1.393
H 3.429 1.024 -0.065
S -2.311 -0.728 -0.992
H -4.358 0.373 0.291
N 2.529 0.690 0.427
O 1.758 -0.296 -1.257
S -3.589 -0.638 0.641
H -0.989 1.035 -0.197
C -0.732 0.147 -0.727
H 0.050 -0.035 1.379
H -0.165 -0.045 -1.672

=====

Record 2
14
Properties=species:S:1:pos:R:3 method="wB97M-V/def2-TZVPD" charge=0 de_lowest_kcal_mol=143.14 homo_energy_ev=-8.90 multiplicity=1 smiles="CCSC(=S)NO" orbital_gap_ev=8.5 lumo_energy_ev=-0.38
H 1.158 0.971 1.230
H -1.842 -1.758 0.963
H 3.091 0.399 1.615
H -2.619 0.960 0.702
O -2.857 -0.114 0.432
S -0.735 1.447 -0.383
C -0.533 -0.304 -0.171
C 2.190 0.059 -0.363
H 3.208 -0.578 -0.499
H 2.890 2.039 0.518
H 1.900 0.701 -1.146
C 2.345 0.971 0.787
S 0.935 -1.413 -0.137
N -1.735 -0.961 -0.005

=====

Number 1: electronic energy -28431.389 eV. Number 2: electronic energy -28427.035 eV.